No. 1
C39H25BCoF4N8O3S2 | ωB97M-V/def2-TZVPD

Last column: Mulliken charge in e.
Atoms and positions in Å:
Co  1.70908  0.98445  -0.70254  0.7975
C  -10.60382  -5.33102  -0.51334  -0.8451
O  -10.31164  -4.07206  0.06605  -0.4612
C  -9.05219  -3.59802  -0.06089  0.9962
C  -8.01880  -4.26550  -0.71193  -0.4381
C  -6.76491  -3.68234  -0.78886  -0.8205
C  -6.51127  -2.43656  -0.22585  0.3106
C  -7.55598  -1.78101  0.43066  -0.4414
C  -8.80733  -2.35123  0.51339  -0.8118
C  -5.17106  -1.86230  -0.34113  0.1746
N  -4.14896  -2.44778  -0.92205  -0.8706
C  -3.10735  -1.56815  -0.80453  1.4023
C  -3.49921  -0.43164  -0.14115  -0.0704
N  -4.82547  -0.63180  0.15196  -0.1049
C  -2.61282  0.64167  0.15078  0.2104
C  -2.98851  1.80099  0.83801  -0.6536
C  -2.03944  2.75147  1.09394  -1.1570
C  -0.73274  2.52012  0.66566  -0.4531
N  -0.34761  1.44882  0.00290  0.4364
C  -1.27275  0.50935  -0.27533  0.1486
C  -0.85311  -0.66785  -1.01204  -0.1474
N  0.42820  -0.73016  -1.42273  0.6524
C  0.81611  -1.81435  -2.06046  -0.0791
C  -0.01387  -2.89986  -2.34704  -1.1200
C  -1.32099  -2.84810  -1.94772  -0.7572
C  -1.76183  -1.71038  -1.26478  0.1122
H  -11.65425  -5.51635  -0.31121  0.2411
H  -10.00421  -6.12599  -0.06350  0.3398
H  -10.44124  -5.32021  -1.59372  0.3424
H  -8.18048  -5.23585  -1.15942  0.3879
H  -5.95551  -4.19212  -1.29393  0.4681
H  -7.40392  -0.81135  0.89096  0.2592
H  -9.62121  -1.85037  1.02132  0.4053
H  -5.43443  0.00731  0.62890  0.1605
H  -4.01218  1.93848  1.16445  0.4172
H  -2.27782  3.66577  1.61888  0.4571
H  0.01701  3.25066  0.90198  0.4613
H  1.84175  -1.86181  -2.37444  0.1314
H  0.38368  -3.75430  -2.87627  0.4502
H  -2.02234  -3.65003  -2.13634  0.5902
S  8.59530  4.18576  -1.75387  0.1324
N  8.04000  2.73789  -2.20018  -0.6909
C  6.78307  2.67480  -1.80125  1.1134
C  5.87962  1.56492  -2.00747  0.2652
C  6.25960  0.43040  -2.72267  -0.7904
C  5.32920  -0.55790  -2.91534  -0.9597
C  4.06150  -0.38982  -2.36772  0.0475
N  3.68606  0.66429  -1.66632  0.6483
C  4.57781  1.65336  -1.49543  -0.2031
C  4.13230  2.85348  -0.78607  -0.3178
N  2.87266  2.86956  -0.31724  0.3019
C  2.44364  3.99321  0.23222  -0.0305
C  3.21305  5.14096  0.39076  -0.9827
C  4.51598  5.11672  -0.03419  -0.7456
C  4.98870  3.95337  -0.63874  0.2063
C  6.34251  3.85070  -1.13666  0.9521
N  7.27403  4.78180  -1.04555  -0.6808
H  7.26775  0.37117  -3.11067  0.5274
H  5.55773  -1.45017  -3.48033  0.4679
H  3.32496  -1.15575  -2.51647  0.2268
H  1.42653  4.00819  0.57428  0.1795
H  2.77979  6.02119  0.84357  0.4700
H  5.18501  5.96026  0.07165  0.5367
O  5.49421  -1.44729  6.64906  -0.4730
C  4.52924  -0.51496  6.46417  0.5651
O  4.13890  0.13020  7.39607  -0.5514
C  4.00171  -0.37957  5.07477  0.5270
C  2.69212  0.05788  4.90618  -0.8114
C  2.12824  0.12115  3.64484  -0.3841
C  2.86537  -0.24796  2.51654  0.5013
S  2.08119  -0.47750  0.95733  -0.5309
C  4.20726  -0.60165  2.68196  -0.6235
C  4.76288  -0.68368  3.94744  -0.9552
H  5.63858  -1.94660  5.83770  0.3138
H  2.12243  0.32389  5.78761  0.4221
H  1.09901  0.43046  3.51857  0.4441
H  4.79568  -0.83678  1.80491  0.4655
H  5.80895  -0.95722  4.04409  0.3565
F  1.20035  1.85753  -2.40541  -0.1502
B  0.61966  2.35902  -3.68724  0.2044
F  1.06151  3.66597  -3.81920  -0.3467
F  1.10711  1.52622  -4.68146  -0.3843
F  -0.75775  2.27189  -3.54287  -0.3846

Atoms 1-2, force components in eV/Å:
Co -0.311 0.221 -0.546
C -0.030 -0.040 -0.010

Multiplicity = 2
F_max = 0.666 eV Å⁻¹
E_tot = -4768.8169 a.u.


No. 2
C39H25CaClF6N7O4PS2 | ωB97M-V/def2-TZVPD

Last column: Mulliken charge in e.
Atoms and positions in Å:
Ca  1.31431  -1.03345  -0.39299  2.0789
C  1.69656  -2.20400  -4.74074  -1.2134
C  1.37055  -1.05287  -5.43599  -0.7277
C  1.20905  0.13190  -4.73203  -1.2744
C  1.36679  0.12346  -3.34622  0.4408
N  1.66712  -0.99853  -2.68517  0.8508
C  1.83121  -2.12240  -3.35836  0.0433
C  1.25582  1.34359  -2.52047  0.5760
C  1.21755  2.62802  -3.07737  -1.0739
C  1.16826  3.71902  -2.22737  -1.4317
C  1.21832  3.51531  -0.85978  -0.8553
C  1.28621  2.20354  -0.37956  0.2764
N  1.24540  1.16563  -1.20554  1.3733
C  1.47257  1.88852  1.05026  0.1094
C  1.65036  2.88354  2.01215  -0.3794
C  1.85757  2.52253  3.33268  -0.9635
C  1.91328  1.18020  3.65348  -1.2713
C  1.72641  0.25382  2.63386  -0.8014
N  1.48937  0.59460  1.38099  1.4273
H  1.83462  -3.15165  -5.23786  0.4928
H  1.24450  -1.07078  -6.50838  0.4253
H  0.95030  1.03699  -5.26052  0.4199
H  2.08397  -3.00210  -2.78231  0.2521
H  1.22812  2.78250  -4.14468  0.4942
H  1.12183  4.72190  -2.62747  0.4565
H  1.19541  4.36186  -0.19427  0.4741
H  1.62323  3.92904  1.75433  0.5457
H  1.96816  3.28037  4.09309  0.4653
H  2.10069  0.84878  4.66186  0.5262
H  1.76738  -0.80512  2.84832  0.6278
Cl  -0.64384  -1.89977  1.91050  -0.0078
C  -1.44638  -1.05154  3.20050  0.4238
C  -1.54417  -1.62791  4.45556  -0.6707
C  -2.17874  -0.94088  5.47820  -0.6396
C  -2.71074  0.31670  5.24580  -0.6424
C  -2.61014  0.89366  3.99068  -0.8089
C  -1.98813  0.21360  2.94553  -0.2075
P  -1.56495  0.94687  1.32551  2.2910
C  -2.47050  -0.08843  0.12647  -1.3369
C  -3.56821  -0.82764  0.34260  0.0859
C  -4.26245  -1.49402  -0.74016  -0.9171
C  -3.83714  -1.41583  -2.00339  -0.9082
C  -2.53792  -0.77729  -2.35628  0.2774
C  -1.78787  -0.07381  -1.20212  -0.7953
C  -2.62777  2.45402  1.28950  0.0124
C  -3.91939  2.50202  0.77610  -0.4471
C  -4.59233  3.70910  0.70118  -0.6919
C  -3.99353  4.87761  1.13764  -0.6358
C  -2.71011  4.83710  1.65726  -0.6665
C  -2.03146  3.63420  1.73013  -0.2114
H  -1.13175  -2.60841  4.62723  0.5377
H  -2.26602  -1.39392  6.45392  0.3979
H  -3.21797  0.84384  6.04271  0.4222
H  -3.02698  1.87510  3.81037  0.3996
H  -3.99046  -0.90044  1.33553  0.5111
H  -5.17284  -2.02277  -0.49914  0.4578
H  -4.36748  -1.88314  -2.82202  0.5644
H  -2.59416  -0.22813  -3.29912  0.4144
H  -1.39333  0.92452  -1.44259  0.4827
H  -4.39531  1.59860  0.42520  0.3717
H  -5.59048  3.74296  0.29377  0.4445
H  -4.51762  5.81905  1.06574  0.3855
H  -2.23538  5.74519  1.99743  0.4441
H  -1.02386  3.58878  2.12655  0.3587
F  6.11669  -0.73258  -1.37434  -0.2061
C  5.80317  -0.91941  -0.09353  0.3624
F  6.09341  0.20984  0.56221  -0.2076
F  6.57316  -1.88446  0.39022  -0.1884
S  3.98035  -1.27327  0.06341  1.3609
O  3.41123  -0.09244  -0.50574  -0.7370
O  3.71275  -1.50663  1.44466  -0.5883
N  3.82675  -2.55081  -0.81505  -0.4109
S  2.76295  -3.58007  -0.29567  1.0639
O  2.61913  -4.65333  -1.20068  -0.6675
O  1.57768  -2.93836  0.20728  -0.8288
C  3.51427  -4.31940  1.27517  0.5355
F  4.82635  -4.07802  1.32734  -0.2407
F  2.94581  -3.82111  2.37360  -0.1744
F  3.34166  -5.64033  1.31429  -0.2340
N  -0.75040  -1.12340  -1.24646  0.5102
C  -1.38498  -1.75630  -2.23679  -0.0522
C  -1.19954  -2.92582  -2.94857  0.6089
C  -2.00459  -3.12811  -4.07786  -0.6428
N  -2.64086  -3.23124  -5.03252  -0.7379
C  -0.39554  -4.01311  -2.59072  0.0971
N  0.14507  -5.00489  -2.37099  -0.6821

Atoms 1-2, force components in eV/Å:
Ca -1.940 2.767 0.137
C 0.005 0.162 0.012

Multiplicity = 1
F_max = 3.737 eV Å⁻¹
E_tot = -5060.2071 a.u.


No. 3
C39H27Br4DyN3O4P | ωB97M-V/def2-TZVPD

Last column: Mulliken charge in e.
Atoms and positions in Å:
Dy  0.23015  -0.93203  -0.03719  0.2306
C  -3.29974  0.59717  -3.24654  -1.4505
C  -3.61085  1.87680  -2.51605  0.3796
C  -4.72301  2.63874  -2.85136  -0.8260
C  -4.99304  3.83464  -2.20303  -0.8962
C  -4.14869  4.28995  -1.20378  -0.8147
C  -3.03710  3.54298  -0.84879  0.0789
C  -2.76113  2.34171  -1.49887  1.2851
P  -1.30658  1.32270  -1.09642  0.4747
C  -0.67834  2.07097  0.52483  1.6550
C  0.09632  3.32661  0.53779  -0.9079
C  0.99181  3.57193  1.57489  -1.4685
C  1.03578  2.91942  2.78377  -1.1336
C  -1.50063  2.56503  3.01622  -1.1249
C  -1.63148  1.71629  1.75146  0.5316
C  -2.99672  1.11517  1.50039  -2.1154
C  -0.05284  1.94242  -2.27882  1.4450
C  -0.08868  3.25980  -2.74188  -0.8046
C  0.95235  3.76852  -3.49625  -0.7607
C  2.03774  2.95164  -3.78883  -0.7385
C  2.05004  1.63076  -3.38221  -0.9312
C  0.99386  1.07112  -2.64898  0.6971
C  0.96308  -0.37573  -2.30862  -1.6073
H  -4.06228  0.37477  -3.99070  0.4789
H  -3.23798  -0.24418  -2.55287  0.2630
H  -2.33539  0.67684  -3.75660  0.3049
H  -5.38954  2.29027  -3.63110  0.4171
H  -5.86585  4.41242  -2.47811  0.3884
H  -4.34780  5.22662  -0.69929  0.4855
H  -2.39355  3.89795  -0.05282  0.0995
H  0.12620  3.94452  -0.34590  0.6347
H  1.71618  4.36331  1.41387  0.5061
H  1.82490  3.15434  3.48288  0.5532
H  -2.17815  2.18968  3.77869  0.8435
H  -3.40497  0.75665  2.44640  0.6468
H  -2.94855  0.26232  0.82477  0.3182
H  -3.68029  1.85754  1.09088  0.3015
H  -0.93268  3.89567  -2.50525  0.3971
H  0.92237  4.79345  -3.84289  0.4403
H  2.86566  3.34160  -4.36814  0.3910
H  2.88299  0.99628  -3.66102  0.4304
H  1.89000  -0.83886  -2.66035  0.4161
H  0.15531  -0.83209  -2.90403  0.2930
O  5.26601  -6.94952  0.03140  -0.7066
N  4.87205  -6.09399  0.83261  0.9704
O  5.40683  -5.92071  1.93816  -0.7134
C  3.71818  -5.34293  0.48192  -0.7858
C  3.02476  -5.74368  -0.66205  -0.7120
C  1.90194  -5.05749  -1.11269  1.0324
C  1.13632  -5.48027  -2.23664  -0.7813
C  0.02324  -4.77565  -2.59909  -0.9833
C  -0.33787  -3.64486  -1.85985  -0.1807
N  0.37982  -3.19306  -0.82919  -0.0649
C  1.47797  -3.87327  -0.44953  0.0686
C  2.24388  -3.39676  0.69050  0.1183
N  1.90787  -2.19419  1.21311  0.0319
C  2.50316  -1.78329  2.33281  -0.1275
C  3.44336  -2.54933  2.99486  -1.2215
C  3.85484  -3.74295  2.44081  -0.4349
C  3.29976  -4.18346  1.21956  0.7233
H  3.36840  -6.61858  -1.19159  0.5192
H  1.44799  -6.36207  -2.78102  0.4484
H  -0.58251  -5.07540  -3.44305  0.4053
H  -1.22939  -3.07889  -2.10855  0.5423
H  2.21597  -0.80884  2.71248  0.6244
H  3.85941  -2.20552  3.93137  0.4302
H  4.60432  -4.34162  2.92635  0.6044
Br  0.20679  -0.42621  6.72211  -0.1554
C  -0.04531  0.15893  4.94046  0.4525
C  0.15917  1.45379  4.63711  -0.7507
Br  0.61618  2.74031  5.94805  -0.0940
C  -0.04780  1.99957  3.26053  1.2888
Br  -1.88703  4.46218  2.94349  -0.1323
C  -0.43278  0.87696  2.23117  2.3059
O  0.29312  0.98228  0.98801  -0.7700
C  -0.62879  -0.54577  2.64669  -0.4417
O  -0.96918  -1.35407  1.67976  -0.8925
C  -0.45541  -0.84401  3.95564  -0.3169
Br  -0.74413  -2.65331  4.44411  -0.1080

Atoms 1-2, force components in eV/Å:
Dy 1.126 -2.875 -2.267
C -0.003 0.110 0.018

Multiplicity = 6
F_max = 3.831 eV Å⁻¹
E_tot = -13489.8350 a.u.


> Which value of multiplicity does entry 3 give?

6


> Look up the F_max of the second one.

3.737 eV Å⁻¹